--- A ---
This record from the OMol25 dataset describes a 2-piece molecular cluster, C5H16N2O overall. The level of theory is ωB97M-V/def2-TZVPD.

Last column: Löwdin charge in e.
Atoms and positions in Å:
N 1.8144 -2.3009 -0.5286  -0.04
C 0.9848 -1.3558 0.4390  -0.16
C 0.7855 -0.0859 -0.4853  -0.21
N 0.1278 1.0859 0.1822  -0.27
C -1.3057 0.9900 0.2632  -0.22
C -1.7892 0.2730 1.6518  -0.04
C 0.8061 1.4302 1.4144  -0.14
H 2.6865 -1.8480 -0.7964  0.04
H 1.3101 -2.3741 -1.4197  0.04
H -0.0720 -1.8010 0.5256  0.13
H 1.6993 -1.3229 1.1087  0.04
H 1.8661 0.2887 -0.9343  0.15
H 0.2619 -0.1605 -1.4047  0.06
H -1.7009 0.5012 -0.6258  0.09
H -1.6115 2.0095 -0.0076  0.11
H -2.8019 0.2686 1.7686  0.02
H -1.5644 1.0205 2.5118  0.10
H -1.2515 -0.6455 1.7638  0.04
H 0.3756 2.4152 1.7145  0.08
H 0.4972 0.9565 2.2841  0.03
H 1.9983 1.6618 1.2374  0.15
H -1.4233 0.1446 -3.1587  -0.02
H -0.3633 -0.6227 -3.7236  0.04
O -1.3298 -0.5285 -3.7807  -0.03

Calculated values
E_LUMO: 0.71 eV
HOMO-LUMO gap: 8.93 eV
structure (SMILES): CCN(C)CCN.O
E_HOMO: -8.213 eV

=====

--- B ---
This record from the OMol25 dataset describes a 2-piece molecular cluster, C5H16N2O overall. The level of theory is ωB97M-V/def2-TZVPD.

Last column: Löwdin charge in e.
Atoms and positions in Å:
N 0.2710 1.9362 0.0230  0.03
C 0.1557 0.4927 0.0990  -0.40
C 0.7504 -0.1008 -1.2159  -0.37
C -0.1366 0.1199 -2.4509  -0.08
C 1.0653 -1.6141 -1.0727  -0.06
C -1.2699 -0.0344 0.3521  -0.23
N -1.5013 -0.3968 1.7678  0.00
H -0.0072 2.3945 0.8781  0.07
H -0.2355 2.4018 -0.7262  0.07
H 0.8558 0.1702 0.8697  0.12
H 1.6415 0.5251 -1.2580  0.12
H -0.5092 -0.7860 -2.9179  0.06
H -1.0078 0.7674 -2.3099  0.07
H 0.4278 0.5850 -3.2665  0.07
H 1.0206 -1.9584 -0.0338  0.07
H 0.2626 -2.2036 -1.5138  0.06
H 2.0418 -1.7803 -1.5138  0.07
H -2.0112 0.6740 -0.0166  0.11
H -1.4526 -0.9292 -0.2577  0.10
H -2.4674 -0.2512 1.9993  0.05
H -1.2070 -1.3560 1.9220  0.07
H 0.3523 0.2287 3.6764  0.01
H 1.6533 0.9905 3.3503  0.04
O 1.3075 0.1249 3.6162  -0.08

Calculated values
E_LUMO: 0.89 eV
HOMO-LUMO gap: 9.73 eV
structure (SMILES): CC(C)[C@@H](N)CN.O
E_HOMO: -8.843 eV

=====

--- C ---
This record from the OMol25 dataset describes a 2-piece molecular cluster, C5H16N2O overall. The level of theory is ωB97M-V/def2-TZVPD.

Last column: Löwdin charge in e.
Atoms and positions in Å:
C -0.4487 2.2572 1.7537  -0.06
C 0.1054 1.1682 0.8062  -0.44
C 0.9809 0.1818 1.5758  -0.22
C 1.7493 -0.7566 0.6159  -0.10
N -0.9748 0.4251 0.1602  -0.04
C -1.6178 1.0541 -0.9850  -0.34
N -1.9459 0.1776 -2.0681  0.00
H -0.8917 1.7791 2.6297  0.08
H 0.3103 2.9605 2.0898  0.07
H -1.2402 2.8259 1.2585  0.07
H 0.7075 1.6836 0.0537  0.14
H 0.3486 -0.4109 2.2406  0.11
H 1.7109 0.7202 2.1815  0.11
H 2.8205 -0.5797 0.6398  0.07
H 1.5364 -1.8014 0.7972  0.05
H 1.4293 -0.5697 -0.4096  0.06
H -1.6000 0.0717 0.8682  0.11
H -2.5372 1.5767 -0.6942  0.11
H -0.9690 1.8584 -1.3260  0.11
H -2.6313 -0.5249 -1.8209  0.06
H -1.1215 -0.2794 -2.4370  0.06
H 1.6550 -2.8753 -1.9204  0.03
H 1.4570 -3.8537 -0.7359  0.02
O 1.8584 -3.7629 -1.6039  -0.06

Calculated values
E_LUMO: 0.86 eV
HOMO-LUMO gap: 9.66 eV
structure (SMILES): CC[C@H](C)NCN.O
E_HOMO: -8.809 eV

=====

--- D ---
This record from the OMol25 dataset describes a 2-piece molecular cluster, C5H16N2O overall. The level of theory is ωB97M-V/def2-TZVPD.

Last column: Löwdin charge in e.
Atoms and positions in Å:
C 0.4869 -0.8797 -0.7136  -0.27
N 0.3852 -0.4131 -2.0801  -0.12
C 1.4248 0.5473 -2.4597  -0.11
C 0.4694 0.1864 0.4233  -0.21
C -0.7205 1.1673 0.2514  -0.17
C -1.7228 0.8001 1.3824  -0.29
N -1.2638 1.1667 2.7325  -0.02
H 1.3848 -1.4620 -0.5668  0.11
H -0.4055 -1.4652 -0.4733  0.11
H -0.5405 -0.1157 -2.3033  0.08
H 1.9701 0.1153 -3.3160  0.07
H 2.1827 0.6716 -1.7083  0.07
H 0.9381 1.4165 -2.8924  0.08
H 1.3691 0.7779 0.6416  0.10
H 0.4441 -0.3507 1.3872  0.09
H -1.1953 1.0129 -0.7145  0.09
H -0.3884 2.1635 0.5371  0.10
H -2.6991 1.2741 1.2996  0.10
H -1.8273 -0.2908 1.4546  0.10
H -0.2806 1.0034 2.8618  0.04
H -1.4216 2.1436 2.9423  0.06
H 0.2987 -2.5221 0.8956  -0.02
H 0.7070 -3.5201 -0.2416  0.03
O 0.4043 -3.4272 0.6602  -0.05

Calculated values
E_LUMO: 0.92 eV
HOMO-LUMO gap: 9.70 eV
structure (SMILES): CNCCCCN.O
E_HOMO: -8.773 eV

=====

Of all the structures shown, which is most stable? C, and A is the least stable.